Record 1
Below is a cluster of 4 separate species, C3H15NO3 in total in a non-equilibrium geometry, with properties calculated with wB97M-V/def2-TZVPD.

As for the energy relative to the best compared isomer or geometry (same formula, charge and spin): 33.1 kcal per mole. Its charge is +1. As for the spin multiplicity: 2. The orbital gap (spin up / spin down) is 0.36975 / 0.17907 hartree.

```
22
Properties=species:S:1:pos:R:3:forces:R:3:mulliken_spin:R:1
C 3.045 0.700 -1.251 -0.41 -2.19 0.39 -0.005
C 1.687 1.171 -0.735 2.39 0.76 0.84 0.045
N 0.834 0.190 -0.129 -2.35 0.62 -4.04 0.740
C 0.588 -1.078 -0.841 1.48 -1.43 1.64 0.037
H 3.050 -0.309 -1.694 -0.60 0.26 -0.13 0.001
H 3.607 0.485 -0.336 0.75 0.73 -0.43 0.006
H 3.505 1.287 -2.038 0.11 0.67 0.59 0.001
H 1.165 1.844 -1.431 -0.67 -0.45 0.03 0.073
H 1.965 1.906 0.057 -0.55 -0.12 -0.05 0.067
H -0.109 0.595 -0.155 0.06 0.38 1.72 -0.019
H 1.521 -1.634 -0.877 0.07 0.07 -0.53 0.002
H -0.060 -1.728 -0.249 -0.37 0.46 -0.12 0.003
H 0.173 -0.893 -1.841 0.06 0.29 0.18 0.049
H -2.395 0.751 4.288 0.02 -0.30 -0.22 0.000
H -3.097 1.768 5.138 0.05 0.08 0.19 0.000
O -2.269 1.279 5.075 -0.09 0.22 0.03 0.000
H -2.885 -5.313 0.832 -0.01 -0.15 -0.04 0.000
H -2.303 -6.010 2.067 0.07 -0.17 -0.01 0.000
O -2.922 -5.333 1.791 -0.06 0.32 0.04 0.000
H -0.940 3.035 -2.541 -1.26 0.99 -0.87 0.000
H -2.363 3.883 -2.871 0.86 -0.27 -0.61 0.000
O -1.796 3.406 -2.258 0.43 -0.74 1.43 0.000
```
Forces are in eV/Å.

Record 2
Below is an isolated molecule of C6H9OPS in a non-equilibrium geometry, with properties calculated with wB97M-V/def2-TZVPD.

As for the energy relative to the best compared isomer or geometry (same formula, charge and spin): 32.6 kcal per mole. Its SMILES is CP(C)S/C=C\C=C=O. As for the spin multiplicity: 1. The orbital gap is 0.32282 hartree.

```
18
Properties=species:S:1:pos:R:3:forces:R:3:mulliken_charge:R:1
C 1.116 1.552 -0.700 -1.62 -0.85 -1.37 -0.172
C 1.957 1.372 0.429 0.54 -1.30 -0.39 -0.692
C 0.458 0.601 -1.428 1.64 1.52 -0.83 -0.517
C 2.612 0.227 0.582 -0.43 -0.87 1.48 0.651
C -2.435 -0.515 -0.571 -0.34 -1.64 1.00 -0.919
C -0.376 -1.106 1.324 -1.67 -0.21 0.83 -0.875
O 3.050 -0.810 0.875 0.29 1.17 -0.62 -0.359
P -1.100 -1.751 -0.264 0.87 0.17 0.49 0.134
S 0.683 -1.155 -1.412 -1.20 0.29 -0.03 -0.249
H 0.899 2.582 -0.971 0.06 -0.06 -0.06 0.358
H 1.821 2.041 1.227 0.57 0.68 1.11 0.360
H 0.116 1.011 -2.385 -0.64 -0.34 0.39 0.452
H -2.403 0.231 0.171 0.36 1.22 0.69 0.317
H -3.422 -0.991 -0.406 0.54 0.02 -0.72 0.347
H -2.258 -0.124 -1.524 -0.38 0.71 -1.52 0.278
H 0.649 -1.344 1.207 1.04 0.15 0.39 0.148
H -0.760 -1.730 2.128 -0.04 -0.39 0.17 0.414
H -0.604 -0.092 1.718 0.41 -0.27 -1.00 0.326
```
Forces are in eV/Å.

Record 3
Below is a structure of composition C5H13BEuN2O5PS2 in a non-equilibrium geometry, with properties calculated with wB97M-V/def2-TZVPD.

Its charge is +1. As for the spin multiplicity: 8. The orbital gap (spin up / spin down) is 0.23813 / 0.24261 hartree.

```
30
Properties=species:S:1:pos:R:3:forces:R:3:mulliken_spin:R:1
C 3.929 -1.155 -0.244 0.07 0.48 0.34 0.001
C 2.815 -0.142 0.013 1.13 -0.98 -0.91 -0.003
O 1.860 -0.217 -0.906 -0.78 0.19 0.39 -0.007
B 0.750 0.752 -0.816 0.51 -0.06 -1.73 -0.010
S 1.324 2.409 -1.648 0.13 0.16 0.30 -0.001
O 0.417 1.167 0.619 0.97 -0.03 0.48 -0.004
C -0.984 1.165 0.528 -0.46 -0.74 -0.51 0.004
P -1.820 1.530 2.092 0.82 0.12 0.75 -0.002
S -0.744 1.168 3.700 0.71 -0.17 -0.03 -0.005
C -1.209 -0.179 -0.247 0.08 0.98 0.72 -0.006
C -2.677 -0.417 -0.519 -0.29 -0.46 -0.28 0.000
N -2.951 -1.332 -1.612 0.20 0.13 -0.08 0.000
O -0.595 -1.139 0.647 -0.48 -0.12 0.02 0.000
N -0.952 -2.547 0.379 0.03 -0.21 0.13 0.000
O -0.474 -2.944 -0.588 0.10 0.01 -0.18 0.000
O -0.434 0.099 -1.347 0.13 -0.14 0.22 0.001
H 3.530 -1.920 -0.894 0.00 -0.19 -0.14 0.001
H 4.781 -0.663 -0.695 0.12 -0.07 -0.31 -0.001
H 4.270 -1.605 0.685 0.08 -0.17 0.10 -0.004
H 2.423 -0.384 1.052 0.02 -2.21 -2.17 -0.003
H 3.264 0.908 0.032 -0.09 -0.15 0.32 0.005
H 0.511 2.526 -2.692 -0.17 -0.23 -0.18 0.000
H -1.287 1.902 -0.220 -0.15 0.41 0.19 -0.001
H -3.060 0.900 2.083 -0.15 -0.08 -0.17 0.000
H -2.116 2.889 2.011 -0.26 0.11 -0.17 0.000
H -3.153 -0.732 0.413 0.09 0.03 0.29 0.000
H -3.100 0.551 -0.775 -0.07 0.15 -0.17 0.000
H -2.710 -2.281 -1.379 0.01 -0.19 -0.01 0.000
H -3.934 -1.334 -1.834 -0.15 0.10 -0.09 0.000
Eu 2.329 1.026 2.164 -2.14 3.30 2.90 7.035
```
Forces are in eV/Å.

Molecular weight values (in g mol⁻¹) by entry order: 113.157, 160.178, 439.052.